{
  "formula": "C44H39ClN2O5P2S2Sn",
  "method": "ωB97M-V/def2-TZVPD",
  "symbols": ["Sn", "Cl", "S", "S", "P", "P", "O", "O", "O", "O", "O", "N", "N", "C", "C", "C", "C", "C", "C", "C", "C", "C", "C", "C", "C", "C", "C", "C", "C", "C", "C", "C", "C", "C", "C", "C", "C", "C", "C", "C", "C", "C", "C", "C", "C", "C", "C", "C", "C", "C", "C", "C", "C", "C", "C", "C", "C", "H", "H", "H", "H", "H", "H", "H", "H", "H", "H", "H", "H", "H", "H", "H", "H", "H", "H", "H", "H", "H", "H", "H", "H", "H", "H", "H", "H", "H", "H", "H", "H", "H", "H", "H", "H", "H", "H", "H"],
  "coordinates": [[-0.712, 0.305, -0.019], [-0.032, 3.096, 0.460], [-0.904, 0.480, 3.026], [1.237, -0.320, -2.091], [2.005, -2.831, 1.349], [-2.130, 2.095, -1.625], [0.334, -3.865, -1.719], [-0.172, -0.793, -2.054], [0.844, -2.808, 0.241], [1.268, 0.781, -1.063], [2.249, -1.313, -1.868], [-1.294, -0.076, 5.607], [0.906, 0.325, 4.946], [-0.857, -0.245, 6.850], [-5.711, 1.752, -3.571], [-1.362, 2.924, -3.052], [-1.371, 2.241, -4.273], [-1.589, 3.902, 0.429], [-4.468, 2.219, -3.176], [-1.806, 4.946, 1.305], [-4.017, 5.175, 0.389], [3.121, -1.448, 1.274], [-0.185, -2.940, 3.021], [-3.034, 5.588, 1.277], [1.994, -2.716, 4.071], [3.824, -5.079, 1.320], [4.300, -6.141, 0.562], [3.496, 0.909, 1.570], [-6.203, 0.555, -3.059], [-1.889, -0.538, 7.891], [0.005, -2.803, 5.413], [-0.780, -2.910, 4.273], [-3.777, 4.123, -0.484], [-0.868, 2.849, -5.413], [-5.444, -0.190, -2.169], [3.770, -6.414, -0.697], [1.390, -2.706, 5.316], [2.631, -0.168, 1.557], [1.202, -2.844, 2.926], [2.874, 0.249, 6.375], [4.478, -1.648, 1.033], [1.396, 0.134, 6.191], [2.254, -4.601, -0.458], [-2.549, 3.469, -0.487], [4.854, 0.709, 1.333], [0.509, -0.150, 7.184], [-0.340, 4.132, -5.339], [2.734, -5.652, -1.216], [-0.295, 4.796, -4.122], [5.344, -0.562, 1.071], [-4.199, 0.276, -1.769], [-0.806, 4.197, -2.977], [1.086, -3.770, -0.828], [1.513, 0.418, -3.655], [-3.714, 1.489, -2.254], [-0.427, 0.243, 4.635], [2.802, -4.313, 0.786], [-5.821, -1.132, -1.790], [-0.905, 2.327, -6.361], [3.401, -0.422, 5.691], [3.211, 1.268, 6.170], [3.073, -2.617, 3.987], [2.505, 0.868, -3.647], [-1.790, 1.241, -4.329], [3.112, 1.907, 1.749], [-1.447, -0.858, 8.833], [0.740, 1.170, -3.806], [4.168, -7.240, -1.272], [4.236, -4.873, 2.300], [-2.584, -1.291, 7.521], [-6.299, 2.321, -4.282], [-4.559, 3.804, -1.159], [0.130, 5.790, -4.062], [2.297, -5.871, -2.182], [-7.181, 0.201, -3.361], [1.446, -0.369, -4.407], [1.572, -0.027, 1.738], [-4.978, 5.673, 0.375], [4.857, -2.636, 0.804], [-3.223, 6.408, 1.959], [1.536, 0.555, 4.190], [-0.777, 4.736, -2.039], [5.090, -6.768, 0.958], [1.992, -2.624, 6.213], [-0.466, -2.795, 6.390], [0.031, 4.615, -6.233], [-2.475, 0.367, 8.069], [-0.791, -3.023, 2.130], [-1.029, 5.255, 1.994], [-4.077, 3.141, -3.591], [3.149, -0.002, 7.396], [6.400, -0.711, 0.890], [5.532, 1.554, 1.343], [-1.858, -2.962, 4.356], [-3.602, -0.309, -1.084], [0.852, -0.301, 8.197]],
  "atomic_forces_ev_per_a": [[0.10, -0.01, -0.97], [0.23, 0.16, 0.04], [0.08, 0.08, 0.38], [0.26, -0.08, 0.00], [-0.08, 0.12, -0.10], [-0.25, 0.44, -0.09], [-0.12, 0.16, -0.16], [-0.07, -0.02, 0.13], [0.32, 0.04, -0.08], [-0.36, 0.09, 0.28], [-0.15, -0.06, -0.03], [0.08, 0.18, 0.21], [-0.04, 0.25, 0.14], [-0.09, 0.24, -0.22], [0.00, 0.01, 0.00], [0.00, -0.27, -0.02], [-0.04, 0.06, 0.04], [-0.23, -0.10, -0.07], [0.00, -0.05, -0.02], [0.12, 0.04, 0.09], [0.00, 0.01, 0.02], [-0.01, -0.03, 0.18], [0.05, -0.07, 0.09], [-0.07, 0.01, -0.03], [0.01, 0.01, 0.01], [0.04, -0.06, 0.00], [0.00, -0.01, 0.04], [-0.05, -0.03, -0.03], [0.00, 0.05, -0.03], [0.02, 0.00, -0.05], [0.03, -0.29, -0.12], [0.03, -0.14, 0.05], [-0.06, 0.03, 0.04], [-0.06, -0.04, 0.02], [-0.01, -0.06, 0.05], [0.07, -0.04, 0.02], [-0.04, -0.28, -0.02], [0.10, -0.18, -0.08], [-0.02, 0.06, 0.05], [-0.03, 0.05, -0.05], [-0.03, 0.01, -0.10], [0.15, 0.16, 0.04], [-0.01, 0.01, 0.03], [0.30, -0.17, 0.07], [0.02, 0.03, -0.01], [-0.05, 0.06, 0.15], [0.01, -0.01, 0.01], [-0.05, -0.10, -0.18], [0.03, -0.01, 0.02], [0.00, 0.00, 0.00], [-0.05, 0.17, -0.11], [0.05, 0.03, -0.03], [-0.05, -0.16, 0.36], [-0.06, 0.09, -0.01], [0.08, -0.15, 0.09], [-0.15, -0.14, -0.13], [0.03, 0.14, 0.05], [0.04, 0.06, -0.01], [0.02, 0.02, 0.04], [-0.03, 0.03, 0.01], [-0.04, -0.04, 0.00], [-0.04, -0.01, 0.01], [-0.05, -0.06, 0.00], [-0.02, 0.05, -0.04], [0.03, -0.02, 0.01], [-0.01, 0.00, -0.04], [0.14, -0.02, -0.05], [-0.03, 0.02, 0.01], [0.01, 0.01, -0.02], [0.01, 0.00, 0.02], [0.03, -0.03, 0.04], [0.00, -0.01, -0.03], [-0.03, -0.02, 0.00], [0.01, 0.01, 0.03], [0.06, 0.00, -0.02], [0.03, 0.05, 0.07], [-0.05, 0.05, 0.19], [0.03, -0.03, 0.00], [0.02, 0.06, 0.01], [0.01, -0.03, -0.04], [0.01, -0.01, -0.07], [-0.05, 0.01, 0.01], [-0.02, 0.03, -0.03], [-0.01, -0.06, -0.06], [0.04, -0.07, -0.10], [0.02, -0.02, 0.03], [0.03, -0.02, -0.01], [-0.02, 0.00, -0.02], [-0.06, -0.05, -0.05], [-0.03, -0.01, 0.03], [0.01, 0.00, 0.00], [-0.02, 0.00, -0.01], [-0.03, -0.06, 0.01], [0.04, 0.02, 0.00], [0.02, -0.10, 0.11], [-0.02, 0.01, -0.02]],
  "mulliken_charge": [1.09, -0.03, -0.35, 1.09, 1.60, 0.95, -0.50, -0.78, -0.17, -0.52, -0.49, -0.35, 0.28, 0.79, -0.76, 1.10, -0.88, 0.88, -0.27, -0.86, -0.90, 0.56, -0.21, -0.54, -0.76, -0.43, -0.67, -1.32, -0.57, -1.39, -0.23, -1.06, -0.60, -0.43, -0.74, -0.64, -1.03, 0.60, 0.89, -1.46, -0.64, 0.84, 0.53, 0.07, -0.84, -0.65, -0.68, -0.76, -0.61, -0.85, -0.41, -0.56, 0.02, -0.82, 0.29, -0.07, 0.07, 0.44, 0.46, 0.29, 0.40, 0.51, 0.42, 0.46, 0.51, 0.38, 0.02, 0.43, 0.51, 0.37, 0.44, 0.47, 0.44, 0.54, 0.42, 0.45, 0.32, 0.44, 0.48, 0.42, -0.17, 0.39, 0.46, 0.59, 0.66, 0.42, 0.39, 0.45, 0.50, 0.56, 0.38, 0.46, 0.46, 0.40, 0.22, 0.44],
  "molar_mass_g_mol": 956.05,
  "fmax_ev_per_a": 0.97,
  "total_charge": 2,
  "lumo_energy_ev": -4.8,
  "gap_ha": 0.286,
  "energy_ev": -118070.8605,
  "de_lowest_kj_mol": 22.1
}

---

{
  "formula": "C44H39HfN6O11",
  "method": "ωB97M-V/def2-TZVPD",
  "symbols": ["Hf", "O", "O", "O", "O", "O", "O", "O", "O", "O", "O", "O", "N", "N", "N", "N", "N", "N", "C", "C", "C", "C", "C", "C", "C", "C", "C", "C", "C", "C", "C", "C", "C", "C", "C", "C", "C", "C", "C", "C", "C", "C", "C", "C", "C", "C", "C", "C", "C", "C", "C", "C", "C", "C", "C", "C", "C", "C", "C", "C", "C", "C", "H", "H", "H", "H", "H", "H", "H", "H", "H", "H", "H", "H", "H", "H", "H", "H", "H", "H", "H", "H", "H", "H", "H", "H", "H", "H", "H", "H", "H", "H", "H", "H", "H", "H", "H", "H", "H", "H", "H"],
  "coordinates": [[-0.424, -1.277, -0.776], [0.219, 0.804, -0.588], [0.665, -1.156, -2.497], [-3.731, -3.712, -1.178], [3.854, 0.518, 0.677], [-0.408, 3.008, 2.758], [-1.781, -2.575, -1.563], [4.589, -3.323, -0.147], [-1.717, 0.021, -2.130], [0.242, -1.081, 4.206], [-1.548, -0.989, -8.291], [0.235, -2.184, -8.571], [2.592, -1.917, 0.837], [-0.557, -1.575, -7.847], [-2.100, -0.908, 0.402], [2.536, -0.700, 2.786], [-1.224, 2.451, -0.637], [0.610, -0.754, 1.325], [-3.097, -1.883, 0.238], [2.235, -2.858, -0.112], [-3.540, 3.264, -0.539], [3.151, 0.529, 2.947], [-0.198, 0.075, 3.530], [5.379, -4.352, 0.394], [0.903, -3.040, -0.532], [-0.086, 0.146, 2.133], [3.839, 2.304, 4.430], [0.785, -2.227, -5.922], [3.202, 1.100, 4.217], [-1.218, 2.284, 3.686], [-1.175, -0.835, -5.623], [3.298, -3.676, -0.552], [-4.081, 1.887, -0.745], [0.716, -4.152, -1.366], [-2.547, 5.838, -0.099], [-1.470, 2.259, 2.238], [-2.170, 3.489, -0.391], [1.737, -4.999, -1.770], [-4.252, -1.872, 1.078], [-0.667, 1.425, 0.027], [-0.919, -0.747, -4.244], [-4.382, -0.897, 2.012], [-0.479, -2.241, 3.856], [-2.287, 0.060, 1.307], [-3.909, 5.632, -0.240], [-1.117, 1.029, 1.425], [-1.833, -0.096, -3.383], [-3.383, 0.107, 2.142], [1.840, -1.080, 1.597], [1.067, -2.138, -4.587], [3.797, 1.183, 1.884], [4.407, 2.407, 2.106], [0.275, -1.354, -3.703], [-0.196, 4.940, 0.073], [4.429, 2.970, 3.371], [3.491, 1.224, -0.486], [-1.663, 4.772, -0.161], [-4.397, 4.356, -0.444], [-0.319, -1.538, -6.458], [3.046, -4.738, -1.395], [-2.854, -2.711, -0.832], [-0.732, 1.065, 4.312], [-5.247, -0.844, 2.656], [3.866, 2.727, 5.424], [-0.083, -3.040, 4.482], [5.565, -5.160, -0.320], [0.081, 5.989, 0.142], [-3.378, 1.260, -1.291], [4.211, 2.014, -0.733], [-1.840, 2.938, 4.295], [4.917, -4.777, 1.294], [4.894, 2.913, 1.285], [3.585, -1.896, 1.044], [-3.486, 0.887, 2.875], [-5.459, 4.192, -0.547], [-2.286, 2.855, 1.839], [1.523, -5.839, -2.417], [0.376, 4.463, -0.722], [4.914, 3.923, 3.527], [2.709, 0.586, 5.030], [-1.547, -2.120, 4.060], [3.858, -5.355, -1.749], [-4.248, 1.422, 0.230], [2.493, 1.659, -0.383], [-2.738, 0.320, -3.859], [-4.993, -2.640, 0.940], [-0.286, -4.372, -1.712], [-2.038, -0.347, -6.050], [1.999, -0.950, 3.616], [-3.380, -4.113, -1.984], [-0.849, 2.500, -1.584], [0.064, 4.450, 1.013], [-0.352, -2.502, 2.799], [1.398, -2.816, -6.589], [6.330, -3.892, 0.664], [3.470, 0.484, -1.285], [-0.844, 0.940, 5.373], [-4.586, 6.473, -0.184], [1.914, -2.651, -4.154], [-5.035, 1.925, -1.266], [-2.168, 6.836, 0.053]],
  "atomic_forces_ev_per_a": [[1.50, 0.09, 1.48], [0.18, 0.26, -0.42], [0.32, -0.01, -1.78], [0.01, -0.21, -0.26], [0.18, 0.07, 0.58], [1.24, 0.90, -0.38], [0.52, -0.32, -0.56], [-0.59, 0.17, -0.23], [-0.49, 0.05, -3.03], [0.22, 0.70, -0.06], [0.57, -0.33, 0.31], [-0.47, 0.36, 0.60], [0.62, -0.25, -0.22], [-0.45, 0.00, -2.01], [0.01, -0.03, 0.25], [-0.27, -0.31, -0.02], [0.43, -0.17, -0.58], [0.89, -0.60, -0.19], [-0.14, -1.41, -1.81], [-0.24, -0.23, 0.30], [0.17, -0.06, -0.01], [0.26, 0.41, -0.37], [-0.02, 0.09, -0.11], [0.14, -0.23, 0.19], [1.00, -0.79, -0.02], [0.02, 0.33, 0.54], [0.05, 0.04, 0.02], [-0.01, 0.06, 0.16], [-0.02, -0.04, -0.13], [-0.60, -0.76, 0.25], [0.25, -0.18, 0.04], [0.03, 0.02, -0.11], [-0.08, 0.01, -0.01], [-0.09, -0.31, 0.12], [0.03, -0.03, -0.03], [-0.78, -0.08, -0.12], [-0.48, 0.46, 0.11], [-0.23, 0.04, -0.18], [-0.45, 0.39, 0.77], [-0.59, 1.12, 0.45], [0.92, -0.83, -0.41], [-0.33, -0.87, -0.48], [-0.25, -0.38, -0.19], [-1.17, 1.06, 1.29], [-0.01, -0.02, 0.05], [-0.05, -0.52, 0.51], [-0.54, 0.66, 2.00], [1.16, 0.69, -0.44], [-0.51, -0.05, 0.35], [0.06, -0.05, -0.02], [-0.11, 0.03, 0.17], [0.02, -0.10, -0.18], [0.12, 0.43, -0.46], [0.02, 0.01, 0.04], [0.06, 0.14, 0.03], [-0.14, 0.20, -0.18], [-0.04, -0.14, 0.08], [0.03, 0.02, -0.01], [-0.05, 0.22, 1.59], [0.22, 0.19, 0.21], [-1.77, 0.48, 1.72], [0.14, -0.08, 0.22], [-0.15, -0.14, 0.04], [-0.03, 0.05, 0.07], [-0.01, -0.07, -0.04], [0.00, 0.07, 0.01], [0.01, 0.07, -0.04], [-0.12, -0.08, 0.04], [-0.01, -0.08, 0.00], [0.03, -0.04, -0.07], [0.00, 0.02, -0.08], [0.04, 0.02, -0.10], [-0.38, 0.05, 0.09], [0.08, 0.12, 0.08], [-0.11, -0.03, -0.02], [-0.02, -0.08, 0.07], [-0.02, -0.07, -0.04], [0.17, 0.06, -0.01], [0.04, 0.07, 0.00], [-0.09, -0.03, 0.08], [0.03, 0.09, 0.00], [0.09, -0.08, -0.03], [0.01, -0.13, -0.06], [0.05, 0.00, 0.01], [0.13, 0.09, 0.13], [-0.14, -0.12, -0.01], [-0.04, 0.03, -0.05], [-0.09, 0.03, 0.00], [-0.05, -0.04, -0.23], [-0.01, 0.09, 0.16], [0.04, -0.13, 0.31], [0.15, -0.01, 0.00], [-0.01, -0.01, 0.09], [0.03, 0.04, 0.04], [-0.02, -0.07, 0.00], [0.01, 0.07, -0.04], [-0.02, -0.16, 0.20], [-0.07, 0.04, -0.01], [0.03, -0.01, 0.01], [-0.06, -0.01, -0.09], [0.10, 0.12, 0.08]],
  "mulliken_charge": [1.55, -0.80, -0.25, -0.66, -0.26, -0.73, -0.71, -0.43, -0.40, -0.54, -0.64, -0.65, 0.40, 1.01, 0.62, -0.16, 1.05, -0.03, 0.63, -0.64, 1.32, 1.00, 0.98, -0.95, 0.20, 0.37, -0.78, -0.47, -0.68, -0.27, -0.44, 1.08, -0.54, -0.69, -1.09, -0.56, -0.49, -1.11, -1.21, -0.78, 0.89, -1.04, -0.39, 0.57, -0.76, 0.19, -0.15, -0.60, -1.09, -1.03, 0.59, -0.64, -0.12, -1.24, -0.64, -0.67, 1.24, -1.05, -0.57, -0.48, 0.18, -1.97, 0.42, 0.39, 0.34, 0.33, 0.46, -0.69, 0.42, 0.51, 0.35, 0.35, 0.56, 0.45, 0.46, 1.15, 0.39, 0.24, 0.39, 0.35, 0.27, 0.28, 0.25, 0.12, 0.28, 0.47, 0.40, 0.56, 0.64, 0.32, 0.64, 0.23, -0.04, 0.52, 0.25, 0.17, 0.38, 0.39, 0.50, 0.65, 0.40],
  "molar_mass_g_mol": 1006.32,
  "fmax_ev_per_a": 3.07,
  "total_charge": -1,
  "lumo_energy_ev": 1.3,
  "gap_ha": 0.144,
  "energy_ev": -79030.3778,
  "de_lowest_kj_mol": 463.2
}